This record from the Open Molecules 2025 dataset describes C9H16InN2OSTe as an isolated structure. The level of theory is ωB97M-V/def2-TZVPD.

XYZ file:
```
31
Properties=species:S:1:pos:R:3:forces:R:3:lowdin_charge:R:1
In -1.126603 -0.717910 0.565620 0.1 0.1 0.0 0.20
N -3.147034 -0.435537 -0.548721 0.0 0.0 0.1 -0.02
C -3.940768 0.638059 0.092706 0.0 0.0 0.0 -0.21
C -3.700748 0.622395 1.592090 0.0 0.0 0.0 -0.22
N -2.264285 0.869770 1.845814 0.0 0.0 -0.1 -0.03
H -3.078350 -0.287568 -1.550578 0.1 0.0 0.0 0.11
H -3.600664 -1.338027 -0.421457 0.0 0.0 0.0 0.11
H -5.004278 0.532308 -0.120753 0.0 0.0 0.0 0.13
H -3.607929 1.589256 -0.325821 0.0 0.0 0.0 0.13
H -3.944981 -0.360124 2.001527 0.0 0.0 0.0 0.13
H -4.336760 1.358320 2.084132 0.0 0.0 0.0 0.13
H -2.035842 0.747052 2.827761 0.0 0.0 0.0 0.11
H -2.025185 1.824131 1.590404 0.0 0.0 0.1 0.11
C 1.534406 2.042524 -2.103465 0.0 0.0 0.0 -0.21
S 1.138288 1.450842 -0.468901 0.1 0.0 -0.1 1.00
O -0.279724 0.858747 -0.675096 -0.1 0.0 0.1 -0.64
C 2.234342 0.076816 -0.312530 0.0 0.0 0.0 -0.45
C 2.192520 -0.982670 -1.212671 0.0 0.0 0.0 -0.09
C 3.017350 -2.069185 -0.994737 0.0 0.0 0.0 -0.05
C 3.868976 -2.086496 0.105136 0.0 0.0 0.0 -0.04
C 3.900998 -1.024756 0.995749 0.0 0.0 0.0 -0.05
C 3.071208 0.068009 0.795032 0.0 0.0 0.0 -0.08
H 1.459770 1.222140 -2.813569 0.0 0.0 0.0 0.07
H 2.548306 2.439061 -2.073219 0.0 0.0 0.0 0.08
H 0.825176 2.832454 -2.341044 0.0 0.0 0.0 0.07
H 1.506211 -0.974523 -2.050281 0.0 0.0 0.0 0.12
H 2.987752 -2.911699 -1.671361 0.0 0.0 0.0 0.12
H 4.505184 -2.944949 0.272768 0.0 0.0 0.0 0.12
H 4.557663 -1.052139 1.853933 0.0 0.0 0.0 0.12
H 3.066529 0.895744 1.493111 0.0 0.0 0.0 0.12
Te -0.321527 -2.882042 1.568424 0.0 -0.1 0.0 0.12
```
Forces are in eV/Å.

Values from the calculation:
Largest force on an atom ... 0.14 eV/Å
Net charge ... +1
Frontier orbital gap ... 0.2560 Ha
E_HOMO ... -9.985 eV
E_tot ... -37917.2916 eV

=====

This record from the Open Molecules 2025 dataset describes a 2-piece molecular cluster, C5H10BNO overall at a distorted geometry. The level of theory is ωB97M-V/def2-TZVPD.

XYZ file:
```
18
Properties=species:S:1:pos:R:3:forces:R:3:lowdin_charge:R:1
B 0.228079 -0.210252 -0.292769 2.0 0.8 0.5 -0.25
C 2.492863 -2.484471 -1.049769 -0.5 -2.3 -1.0 -0.16
C 2.520004 -1.256918 -0.612751 -3.6 1.2 0.0 -0.06
C -1.747308 0.918822 0.359183 -1.3 -0.8 -1.3 -0.17
C -2.055520 -0.307854 -0.582948 3.3 2.8 -1.3 -0.03
C 0.102996 1.932966 1.392731 2.3 -1.2 0.0 -0.07
N -0.341483 0.900465 0.483830 2.9 -2.0 -0.8 -0.12
O -0.700853 -0.832388 -1.028544 -1.4 0.0 0.4 0.04
H 3.359633 -3.224648 -1.139941 -0.8 1.5 0.0 0.07
H 1.541430 -2.926204 -1.436016 0.7 0.3 0.8 0.05
H 3.386397 -0.687048 -0.490201 1.1 0.9 0.8 -0.01
H -2.164503 1.855470 -0.113206 0.5 -0.6 0.5 0.14
H -2.108513 0.840175 1.374143 -1.0 -0.2 0.2 0.12
H -2.538165 -1.095102 -0.193865 -1.8 -2.7 1.8 0.08
H -2.542286 0.012533 -1.478817 -0.3 0.2 -0.5 0.11
H -0.554211 2.662338 1.046200 -0.4 2.6 0.2 0.05
H -0.090764 1.719841 2.452305 -0.2 -0.2 -0.2 0.09
H 1.212204 2.182276 1.310435 -1.6 -0.2 -0.2 0.12
```
Forces are in eV/Å.

Values from the calculation:
Largest force on an atom ... 4.55 eV/Å
Net charge ... 0
Frontier orbital gap ... 0.3351 Ha
E_HOMO ... -8.393 eV
E_tot ... -9557.8543 eV

=====

This record from the Open Molecules 2025 dataset describes C20H28NO3Ti as an isolated structure at a distorted geometry. The level of theory is ωB97M-V/def2-TZVPD.

XYZ file:
```
53
Properties=species:S:1:pos:R:3:forces:R:3:mulliken_spin:R:1
O -1.958243 -0.984232 1.333165 0.6 -0.5 -1.1 0.00
C -2.087373 -1.670888 0.060697 0.3 0.1 -0.4 0.00
C -2.264560 -3.031526 0.727948 -0.2 -0.1 -0.1 0.01
H -1.160106 -1.616214 -0.536622 -0.7 0.4 0.1 0.01
H -2.969707 -1.330387 -0.480566 0.2 0.2 -0.2 0.00
C -2.032038 -2.256852 2.031505 -0.6 1.1 0.4 -0.02
H -1.453417 -3.722035 0.517431 0.0 -0.1 -0.1 0.01
H -3.217452 -3.554120 0.559328 0.1 0.3 0.3 0.00
C -0.733823 -2.600548 2.708272 0.6 -0.7 0.6 0.03
H 0.041055 -1.831814 2.600285 -0.3 0.0 0.0 0.01
H -0.368000 -3.511853 2.244796 0.5 -0.1 0.1 0.00
H -0.872183 -2.846833 3.771938 0.1 0.3 -0.2 0.00
C -3.177663 -2.047749 2.995315 -0.9 -0.4 0.2 0.00
H -4.011108 -2.743668 2.805900 0.3 0.0 0.4 0.00
H -3.585919 -1.053146 2.806034 0.1 -0.1 0.1 0.00
H -2.832929 -2.071767 4.027848 -0.3 -0.2 0.1 0.00
Ti 0.867999 1.554791 -0.916849 -0.9 0.5 3.3 1.48
C -0.522863 3.292774 -0.310365 -1.3 0.1 -0.7 -0.01
C -0.498736 3.159958 -1.749347 -1.4 1.0 0.1 0.02
C -1.596840 2.290814 -2.105463 0.8 0.4 0.5 0.06
H 0.031826 3.810788 -2.449715 -0.3 -0.1 0.3 0.00
C -2.134948 1.751927 -0.913718 0.1 1.0 -0.1 -0.05
C -1.467348 2.339844 0.190482 -0.4 1.2 -0.7 0.09
H -1.749420 2.249688 1.235712 0.2 -0.3 -0.3 0.00
H -0.130422 4.154352 0.227566 0.2 -0.7 -0.1 0.00
H -2.036492 2.366781 -3.095662 0.2 -0.8 0.0 0.00
H -3.049656 1.184278 -0.828526 0.2 -0.4 -0.1 0.00
C 2.560632 2.365979 0.646165 0.2 -1.4 1.9 0.00
C 1.336160 2.344719 1.523486 0.7 1.1 0.4 -0.29
C 0.810934 1.067907 1.602256 1.6 -1.4 0.5 0.05
H 0.975824 3.219051 2.064431 0.0 -0.2 -0.3 -0.01
C 1.731453 0.200368 0.924866 -0.9 0.2 2.1 -0.31
C 2.672049 0.956650 0.217958 0.3 0.0 -0.4 -0.10
H 3.346549 0.700502 -0.592446 0.4 -0.5 0.6 0.00
H 3.561649 2.610695 1.048974 -0.3 1.3 -0.1 -0.05
H 0.072483 0.648768 2.301720 0.2 0.6 -0.6 0.02
H 1.789213 -0.825660 1.275544 -0.2 0.2 -0.8 0.10
O 0.608234 -0.292972 -1.136114 -0.6 1.4 -5.2 -0.18
C 1.437041 -1.894720 -0.646195 1.8 -3.0 0.3 0.92
C 1.547951 -2.487483 -2.035363 -0.4 -0.1 0.1 -0.09
H 0.669110 -2.281132 0.039045 0.6 0.3 -0.2 0.10
H 2.453607 -1.692382 -0.251759 -1.0 -0.2 0.0 -0.03
C 1.612463 -1.340991 -3.094862 0.0 0.5 -0.4 0.07
H 0.704520 -3.165800 -2.296803 0.3 0.5 0.3 -0.01
H 2.453049 -3.135755 -2.050118 -0.4 0.5 -0.4 0.02
C 1.129355 0.068343 -2.528574 -1.1 -3.8 0.6 0.12
H 0.972531 -1.603772 -3.949762 0.3 0.1 0.1 0.00
H 2.645257 -1.223762 -3.462493 -0.3 -0.1 0.0 -0.01
H 0.313639 0.530274 -3.150991 0.8 -0.4 0.5 0.01
H 2.073443 0.664137 -2.454296 -0.6 0.4 0.2 -0.04
O 2.755204 5.591548 -0.401449 -0.3 -0.4 0.2 0.02
C 2.476608 4.448455 -0.469442 0.2 -1.2 -0.9 0.00
N 2.261410 3.244668 -0.581166 1.3 3.4 -0.7 0.06
```
Forces are in eV/Å.

Values from the calculation:
Largest force on an atom ... 5.38 eV/Å
Net charge ... -1
Frontier orbital gap (spin up / spin down) ... 0.1522 / 0.1562 Ha
Spin multiplicity ... 3
E_HOMO (spin up / spin down) ... -1.414 / -1.545 eV
⟨S²⟩ ... 2.4120
E_tot ... -51933.0839 eV

=====

This record from the Open Molecules 2025 dataset describes C27H24F6N2OP2S5Sn as an isolated structure at a distorted geometry. The level of theory is ωB97M-V/def2-TZVPD.

XYZ file:
```
68
Properties=species:S:1:pos:R:3:forces:R:3:mulliken_spin:R:1
Sn 0.017969 0.746341 -1.622686 0.1 -1.1 0.0 0.63
O 0.419421 0.681397 0.303104 0.1 0.9 2.2 0.09
P 0.511627 1.496308 1.762009 0.5 -1.4 -0.5 -0.01
C 1.086922 3.131576 1.443254 -1.5 -1.0 0.1 0.00
C 0.298101 4.220249 1.776527 -0.5 -0.2 0.2 0.00
C 0.695596 5.488261 1.396263 0.3 -0.3 0.3 0.00
C 1.917358 5.598507 0.740718 -0.2 0.1 -0.1 0.00
C 2.619135 4.463370 0.316125 0.7 1.1 -0.1 0.00
C 2.218648 3.214477 0.672329 0.2 0.2 -0.2 0.00
C -1.096139 1.377546 2.539350 -0.4 -0.5 -1.1 0.01
C -2.155374 1.047903 1.659229 0.6 0.2 0.8 -0.01
C -3.448499 0.967810 2.127030 -0.7 -0.1 -0.4 0.00
C -3.729036 1.147505 3.484813 1.3 0.0 -0.6 0.00
C -2.656450 1.365094 4.340795 0.4 0.4 0.5 0.00
C -1.335757 1.517231 3.906228 -0.4 -0.1 -0.6 0.00
C 1.746471 0.680956 2.818093 -0.4 0.6 -1.4 0.00
C 2.584971 1.508707 3.563515 -0.2 0.3 0.0 0.00
C 3.518298 0.914557 4.390493 0.2 -0.6 0.0 0.00
C 3.640518 -0.479337 4.406572 0.0 0.7 0.0 0.00
C 2.869563 -1.284099 3.562772 0.7 0.1 0.5 0.00
C 1.916014 -0.698158 2.761379 -0.3 -0.1 0.1 0.00
H -0.621439 4.030528 2.334897 0.2 0.3 -0.2 0.00
H 0.078428 6.333336 1.670269 0.2 0.2 -0.1 0.00
H 2.319082 6.583292 0.569334 0.1 0.1 -0.3 0.00
H 3.531591 4.557212 -0.249444 0.1 0.3 -0.1 0.00
H 2.782197 2.351447 0.363827 0.1 -0.3 0.0 0.00
H -1.922333 0.829871 0.629462 -0.3 0.1 -0.1 0.00
H -4.238182 0.774761 1.389848 0.2 0.0 0.5 0.00
H -4.727307 1.121254 3.861526 -0.5 -0.1 0.2 0.00
H -2.816197 1.469043 5.400278 -0.2 0.0 0.2 0.00
H -0.530851 1.750552 4.596615 -0.2 -0.1 0.0 0.00
H 2.516568 2.596209 3.468631 0.0 -0.4 0.2 0.00
H 4.207764 1.494096 4.993107 -0.2 0.1 0.0 0.00
H 4.396713 -0.862107 5.080262 -0.1 -0.4 -0.2 0.00
H 3.089557 -2.339811 3.530889 -0.2 -0.1 0.0 0.00
H 1.298434 -1.297131 2.097528 0.1 0.0 0.1 0.00
F -1.760770 1.500206 -2.329222 -0.1 0.1 0.3 0.02
P -1.519220 3.563132 -2.099425 0.7 0.6 1.0 -0.02
F -1.031180 5.006934 -1.842226 0.3 -0.9 0.1 0.00
F 0.119993 2.765181 -1.676164 0.5 1.5 -0.3 0.01
F -2.966239 3.876731 -2.437134 -0.6 -0.6 0.0 0.00
F -1.749847 3.131868 -0.602063 -0.7 0.4 -0.5 0.00
F -1.028589 3.392017 -3.540591 0.1 0.0 -0.4 0.00
C -0.807015 -4.866236 -5.218096 0.6 -0.4 0.7 0.00
S 0.623264 -5.908605 -5.531587 0.3 0.0 0.0 0.00
C 2.060264 -5.167827 -5.074206 0.0 0.6 0.3 0.00
C 2.316713 -3.843236 -4.308256 1.4 -1.8 -1.2 0.00
S 1.207671 -2.920445 -3.665682 -1.1 0.9 0.6 0.01
S 4.017031 -3.488702 -4.171936 -0.1 -0.1 -0.2 0.00
C 4.715770 -4.934704 -4.927418 -2.3 0.4 0.5 0.00
S 6.215548 -5.294360 -5.022335 1.9 -0.4 -0.2 0.00
S 3.422285 -6.063646 -5.490724 0.3 0.2 0.0 0.00
H -1.596948 -5.524689 -5.529567 -0.5 -0.2 -0.1 0.00
H -0.769097 -4.003946 -5.846728 0.0 0.6 -0.3 0.00
H -0.852938 -4.636849 -4.154097 -0.2 0.0 -0.3 0.00
N -4.046283 -3.625531 -0.351245 0.5 0.0 -1.1 0.00
C -2.919728 -3.021499 -0.773205 -1.3 -0.4 -0.4 0.00
C -2.864214 -2.464971 -2.075615 -0.4 0.4 -0.6 0.02
C -1.945314 -1.491269 -2.360453 -0.7 -0.7 0.0 0.02
N -1.035534 -1.151701 -1.445046 1.2 0.5 0.3 0.17
C -0.884797 -1.903741 -0.335344 -0.7 0.0 0.0 0.03
C -1.797415 -2.847583 0.029542 0.8 0.2 1.0 0.01
H -4.770051 -3.830636 -1.035563 0.2 0.1 0.4 0.00
H -4.060773 -4.150459 0.496157 0.0 -0.2 0.5 0.00
H -3.645663 -2.694867 -2.803114 0.3 0.1 0.2 0.00
H -1.901315 -0.939562 -3.286406 -0.4 0.0 -0.2 0.00
H -0.080363 -1.649375 0.309664 0.5 0.2 0.3 -0.01
H -1.668627 -3.310381 1.013143 -0.2 0.0 -0.5 0.00
```
Forces are in eV/Å.

Values from the calculation:
Largest force on an atom ... 2.53 eV/Å
Net charge ... +3
Frontier orbital gap (spin up / spin down) ... 0.2208 / 0.1942 Ha
Spin multiplicity ... 2
E_HOMO (spin up / spin down) ... -16.199 / -16.203 eV
⟨S²⟩ ... 0.7539
E_tot ... -128285.5979 eV

=====

This record from the Open Molecules 2025 dataset describes an isolated ion of composition C4H9N2O and charge +1 at a distorted geometry. The level of theory is ωB97M-V/def2-TZVPD.

XYZ file:
```
16
Properties=species:S:1:pos:R:3:forces:R:3:lowdin_charge:R:1
C 0.112682 0.017789 1.459071 0.3 1.7 0.3 -0.16
C 0.766222 -1.477872 -0.250971 2.8 1.0 -0.7 -0.13
C 0.673233 -0.346326 -1.302140 -0.4 1.5 0.2 0.02
C -1.259962 1.779337 0.337436 0.7 1.7 -0.5 -0.08
N -0.293684 0.781686 0.539708 1.2 -2.1 -2.6 -0.01
N 1.026768 -0.941430 1.078483 0.2 -0.4 1.3 0.01
O -0.110842 -0.343552 -2.394060 2.9 1.3 2.2 0.13
H -0.160275 0.248686 2.508569 0.5 -0.7 -0.3 0.17
H -0.099842 -2.043132 -0.235082 -2.0 -1.1 -0.3 0.10
H 1.605440 -2.167294 -0.548358 -0.6 0.7 0.2 0.17
H 1.503271 0.463492 -1.394073 -1.5 -1.8 0.2 0.19
H -1.311469 2.444755 1.172599 -0.5 0.3 0.9 0.09
H -0.987009 2.467151 -0.505698 0.1 -0.9 0.5 0.11
H -2.181855 1.340331 0.074374 -1.3 -0.4 0.0 0.08
H 1.628838 -1.393779 1.811027 -1.1 0.4 -1.5 0.18
H -0.911517 -0.829843 -2.350885 -1.3 -1.3 0.3 0.12
```
Forces are in eV/Å.

Values from the calculation:
Largest force on an atom ... 3.88 eV/Å
Net charge ... +1
Frontier orbital gap ... 0.3377 Ha
E_HOMO ... -13.900 eV
E_tot ... -9312.6316 eV

=====

This record from the Open Molecules 2025 dataset describes C3H4S3 as an isolated structure at a distorted geometry. The level of theory is ωB97M-V/def2-TZVPD.

XYZ file:
```
10
Properties=species:S:1:pos:R:3:forces:R:3:mulliken_spin:R:1
C 0.062068 2.856472 -1.720683 2.4 -1.5 2.6 0.52
C 0.173219 1.103812 0.021966 2.0 1.2 0.4 -0.02
C -0.050794 -0.257406 -0.541095 -1.5 -0.8 1.3 0.03
S 0.098215 3.485069 -3.192900 0.0 0.8 -2.1 1.11
S -1.122885 2.300315 -0.614518 0.2 -0.9 1.1 0.17
S 1.614710 1.919572 -0.916714 -2.4 1.0 -0.9 0.20
H 0.549359 1.230389 1.075447 -1.3 -0.3 -0.8 0.00
H 0.087514 -0.124743 -1.574693 -0.8 -0.2 -1.6 0.00
H -1.017740 -0.668311 -0.183192 0.0 0.6 -0.8 0.00
H 0.558049 -1.107178 -0.323262 1.5 0.0 0.8 0.00
```
Forces are in eV/Å.

Values from the calculation:
Largest force on an atom ... 3.83 eV/Å
Net charge ... 0
Frontier orbital gap (spin up / spin down) ... 0.2286 / 0.2341 Ha
Spin multiplicity ... 3
E_HOMO (spin up / spin down) ... -6.354 / -9.280 eV
⟨S²⟩ ... 2.0075
E_tot ... -35677.3982 eV